The following is a DFT calculation (ωB97M-V/def2-TZVPD) of a 2-piece molecular cluster, C11H18 overall at a distorted geometry.

Properties
**LUMO**: 0.834 eV
**Largest force on an atom**: 1.8 eV/A
**Energy relative to the best compared isomer or geometry (same formula, charge and spin)**: 13.5 kcal/mol

Each line ends with the natural charge from an NBO analysis.
Element x y z (Å)
C  1.79944  1.16909  -2.43232  -0.628
C  1.89559  0.02638  -1.45838  -0.024
C  1.36081  -1.21018  -1.79083  -0.208
C  1.52277  -2.24929  -0.89216  -0.203
C  2.18738  -2.07007  0.31883  -0.229
C  2.56147  -0.81134  0.72794  -0.200
C  2.41701  0.23453  -0.20328  -0.214
H  1.75211  0.84016  -3.44946  0.215
H  2.64785  1.84812  -2.36562  0.217
H  0.86322  1.70553  -2.33297  0.219
H  0.75804  -1.38394  -2.67343  0.212
H  1.25481  -3.28022  -1.11472  0.211
H  2.22178  -2.88595  1.02363  0.210
H  2.96206  -0.48724  1.68214  0.216
H  2.78674  1.21101  0.08058  0.206
C  -2.70854  0.65232  2.72698  -0.606
C  -2.57211  0.89262  1.21268  -0.222
C  -3.42926  -0.10425  0.43096  -0.596
C  -2.75853  2.32419  0.74361  -0.606
H  -3.27786  1.46782  3.15625  0.202
H  -1.73753  0.69647  3.20598  0.210
H  -3.17023  -0.31280  2.89289  0.207
H  -1.54248  0.62250  0.93532  0.189
H  -3.34511  0.11866  -0.63930  0.203
H  -3.09599  -1.12848  0.56325  0.207
H  -4.46509  -0.00108  0.75345  0.196
H  -2.49922  3.05711  1.50942  0.207
H  -2.19015  2.54479  -0.15505  0.209
H  -3.80103  2.53107  0.46769  0.200

The following is a DFT calculation (ωB97M-V/def2-TZVPD) of a 3-piece molecular cluster, C13H22FNO8 overall at a distorted geometry.

Properties
**LUMO**: 0.444 eV
**Largest force on an atom**: 9.1 eV/A

Each line ends with the natural charge from an NBO analysis.
Element x y z (Å)
H  2.60315  -1.10036  -2.61732  0.339
N  1.87922  -0.61199  -3.22199  -0.656
C  1.77403  0.67219  -2.74721  0.328
C  2.66212  1.15117  -1.43727  -0.725
C  0.74341  1.81982  -3.39488  -0.463
C  -0.56461  1.83181  -2.36352  -0.374
C  -1.59515  3.10541  -2.40793  0.812
O  -1.27010  4.35117  -2.76330  -0.560
O  -2.84566  2.50128  -1.92089  -0.525
C  -2.78279  1.02862  -1.63815  -0.120
C  -1.31635  0.37730  -2.09104  0.160
F  -0.63208  -0.09348  -0.83627  -0.395
H  2.56738  2.33907  -1.37758  0.226
H  3.78362  0.82116  -1.52300  0.246
H  2.11344  0.71200  -0.47483  0.249
H  1.20439  2.91323  -3.32432  0.256
H  0.43207  1.52703  -4.49796  0.244
H  -0.01074  1.99895  -1.32512  0.270
H  -2.82229  0.85494  -0.47118  0.228
H  -3.73600  0.56955  -2.13724  0.222
H  -1.32296  -0.39932  -2.99402  0.241
C  -0.39870  -5.59808  2.34194  -0.257
O  -0.77974  -5.38281  0.98445  -0.496
C  -0.33133  -4.21568  0.45705  0.984
O  0.34265  -3.37883  1.03699  -0.649
O  -0.76285  -4.14110  -0.82733  -0.497
C  -0.36286  -2.95607  -1.51275  -0.268
H  -0.81085  -6.55951  2.66027  0.198
H  0.69119  -5.64307  2.43452  0.193
H  -0.81144  -4.81598  2.98734  0.191
H  0.72855  -2.89544  -1.57440  0.194
H  -0.77416  -2.06835  -1.02146  0.210
H  -0.76251  -3.00258  -2.52958  0.192
C  0.36054  -0.18522  2.58450  -0.256
O  -0.39937  0.85517  3.19641  -0.499
C  0.27194  2.02550  3.34163  0.980
O  1.42511  2.23776  3.00099  -0.642
O  -0.56219  2.91859  3.93156  -0.497
C  0.01424  4.20493  4.14872  -0.257
H  -0.27389  -1.07333  2.51884  0.208
H  0.65948  0.10010  1.57075  0.189
H  1.23662  -0.43224  3.19282  0.191
H  0.29927  4.66589  3.19745  0.193
H  0.87646  4.13343  4.81957  0.192
H  -0.74027  4.83737  4.62471  0.197

The following is a DFT calculation (ωB97M-V/def2-TZVPD) of C29H39CsN4NbOP as an isolated structure at a distorted geometry.

Properties
**LUMO (spin up / spin down)**: -8.399 / -8.400 eV
**Largest force on an atom**: 8.9 eV/A
**Total charge**: +2

Each line ends with the Löwdin charge.
Element x y z (Å)
N  1.83320  -0.27000  0.31460  -0.496
C  2.94090  -0.94640  0.63340  -0.336
O  3.90670  -1.16580  -0.14960  -0.346
Cs  2.63230  -0.60110  -1.89260  1.580
Nb  0.00000  0.00000  0.00000  1.705
N  -0.56120  -1.48870  -1.26620  -0.290
N  -0.30780  1.70450  -1.01840  -0.259
C  -0.42440  -2.93550  -0.92830  -0.636
C  0.31240  3.05060  -1.11580  -0.631
C  0.76700  -3.54320  -1.70470  -0.057
C  -1.72200  -3.70340  -1.25980  -0.030
C  -0.14750  -3.06160  0.58120  -0.073
C  0.01210  3.67860  -2.49490  -0.031
C  -0.22300  3.96550  0.00920  -0.029
C  1.83550  2.91350  -0.96260  -0.066
H  0.67430  -3.35950  -2.79070  0.086
H  0.82540  -4.63570  -1.55530  0.112
H  1.71610  -3.11020  -1.33880  0.021
H  -2.58610  -3.22490  -0.76590  0.100
H  -1.64800  -4.74280  -0.89590  0.105
H  -1.91780  -3.74200  -2.34490  0.092
H  0.75030  -2.48630  0.87590  0.043
H  0.03920  -4.11530  0.85080  0.115
H  -1.01000  -2.70620  1.16910  0.070
H  0.32030  2.99460  -3.30600  0.096
H  0.56820  4.62500  -2.60840  0.107
H  -1.06020  3.90610  -2.61990  0.092
H  -1.32400  4.03680  -0.02670  0.073
H  0.18410  4.98760  -0.08690  0.108
H  0.06410  3.56270  0.99360  0.086
H  2.08740  2.38950  -0.02550  0.070
H  2.31400  3.90780  -0.95910  0.109
H  2.24890  2.34500  -1.82010  0.043
C  -1.71250  1.62290  -1.42720  -0.165
H  -2.11930  0.62320  -1.15310  0.063
H  -2.36030  2.36970  -0.92530  0.096
H  -1.84840  1.70890  -2.52330  0.103
C  -1.14920  -1.20300  -2.57660  -0.143
H  -2.24100  -1.39850  -2.61010  0.108
H  -0.98480  -0.14240  -2.82720  0.051
H  -0.68470  -1.81020  -3.38180  0.101
N  0.30480  -0.16070  2.09400  -0.345
P  -0.62530  0.09590  3.39080  0.883
C  -1.40230  1.75670  3.24170  -0.291
C  -1.04100  2.78080  4.13250  -0.060
C  -1.63160  4.04080  4.03650  -0.043
C  -2.58980  4.28760  3.05270  -0.046
C  -2.95540  3.27230  2.16170  -0.079
C  -2.35950  2.00860  2.25330  -0.129
C  -1.64120  -1.41260  3.64200  -0.303
C  -0.99310  -2.64730  3.79920  -0.102
C  -1.73400  -3.80790  4.02850  -0.056
C  -3.12680  -3.73970  4.10940  -0.047
C  -3.77740  -2.50930  3.95970  -0.052
C  -3.03590  -1.34450  3.72680  -0.075
C  0.63890  0.06610  4.75210  -0.296
C  2.01210  -0.07080  4.46910  -0.080
C  2.94950  -0.10660  5.50500  -0.059
C  2.52780  -0.00870  6.83190  -0.051
C  1.16800  0.12680  7.12440  -0.051
C  0.22540  0.16360  6.08870  -0.085
H  -0.30190  2.61090  4.90380  0.104
H  -1.34590  4.82470  4.72680  0.119
H  -3.04740  5.26610  2.98050  0.118
H  -3.69810  3.46700  1.39990  0.112
H  -2.64870  1.22700  1.56110  0.086
H  0.08750  -2.70850  3.74670  0.112
H  -1.22730  -4.75730  4.14870  0.115
H  -3.70020  -4.63880  4.29290  0.115
H  -4.85550  -2.45890  4.03010  0.113
H  -3.54560  -0.39620  3.62260  0.100
H  2.37130  -0.15290  3.45370  0.073
H  4.00350  -0.21350  5.27780  0.111
H  3.25530  -0.04070  7.63290  0.115
H  0.84350  0.19890  8.15350  0.113
H  -0.82560  0.26440  6.32680  0.113

Q: Number 2 is which compound?
A: C13H22FNO8